# C23H43Cl2F5O2PtSbSeSi4

C23H43Cl2F5O2PtSbSeSi4 as an isolated structure at a distorted geometry (ωB97M-V/def2-TZVPD, the Open Molecules 2025 dataset).

Its total energy is -6391.48532 a.u. Its total charge is -1. Its gap between HOMO and LUMO (spin up / spin down) is 0.20478 / 0.20464 Ha. The value obtained for the relative energy (zero: lowest compared OMol25 entry of this formula, charge and spin) is 6.4 kcal per mole. The calculation puts the HOMO energy (spin up / spin down) at -0.1704 / -0.1704 Ha. The calculation puts the max |F| at 1.7 eV Å⁻¹.

Positions of all 82 atoms, in Å:
Pt -1.124 -0.335 0.043
Cl -3.880 -2.353 1.627
C -3.459 -3.470 0.315
Cl -4.458 -4.926 0.453
C -1.901 -3.833 0.281
O -1.647 -4.951 -0.151
O -1.121 -2.916 0.647
H -3.735 -2.979 -0.616
C -3.265 1.286 3.796
C -2.410 0.077 4.159
Sb -0.921 -0.374 2.642
C 0.422 1.246 3.237
C 1.039 1.199 4.630
C -0.125 -2.183 3.517
C 0.155 -2.179 5.016
H -3.984 1.503 4.590
H -3.825 1.103 2.877
H -2.648 2.174 3.645
H -3.026 -0.814 4.282
H -1.859 0.253 5.084
H -0.203 2.138 3.133
H 1.194 1.313 2.471
H 0.283 1.029 5.399
H 1.539 2.143 4.862
H 1.780 0.403 4.708
H 0.765 -2.439 2.942
H -0.877 -2.932 3.272
H 0.999 -1.541 5.274
H 0.398 -3.193 5.346
H -0.716 -1.844 5.582
F -2.447 6.122 -2.640
C -2.654 4.865 -2.247
C -3.364 3.992 -3.052
F -3.869 4.434 -4.208
C -3.531 2.681 -2.657
F -4.208 1.857 -3.460
C -3.002 2.174 -1.466
Se -3.230 0.347 -1.060
C -2.349 3.107 -0.651
F -1.895 2.754 0.548
C -2.163 4.420 -1.034
F -1.516 5.277 -0.237
C -1.045 -0.849 -4.052
Si 0.473 -1.576 -3.182
C 1.964 -1.362 -4.355
C 0.204 -3.434 -2.942
Si 0.819 -0.299 -1.191
Si 1.640 1.882 -1.660
C 0.528 2.751 -2.943
C 1.683 2.963 -0.096
C 3.408 1.992 -2.366
Si 2.547 -1.517 -0.077
C 2.981 -0.649 1.562
C 4.175 -1.417 -1.068
C 2.135 -3.329 0.246
H -1.325 -1.404 -4.951
H -0.872 0.193 -4.333
H -1.898 -0.867 -3.371
H 1.679 -1.555 -5.392
H 2.770 -2.053 -4.098
H 2.370 -0.348 -4.306
H -0.302 -3.874 -3.804
H -0.411 -3.634 -2.061
H 1.148 -3.963 -2.802
H -0.500 2.384 -2.881
H 0.884 2.566 -3.959
H 0.504 3.833 -2.792
H 0.806 2.782 0.531
H 1.702 4.029 -0.338
H 2.568 2.745 0.506
H 3.610 1.201 -3.092
H 4.156 1.907 -1.574
H 3.563 2.951 -2.866
H 3.208 0.405 1.386
H 3.858 -1.105 2.030
H 2.152 -0.698 2.272
H 4.570 -0.399 -1.041
H 4.035 -1.690 -2.116
H 4.932 -2.083 -0.645
H 1.064 -3.440 0.429
H 2.671 -3.723 1.113
H 2.383 -3.952 -0.616

Cartesian forces, eV/Å:
-1.6 0.2 -0.4
0.0 0.3 0.2
0.6 -0.3 -0.1
-0.2 0.0 0.0
-0.1 0.1 0.0
0.0 0.0 -0.1
-0.5 -0.2 0.0
0.0 0.0 0.0
0.0 -0.1 0.0
-0.1 0.0 -0.6
1.6 0.1 0.5
-0.2 -0.2 0.2
0.0 0.0 -0.1
-0.1 0.2 0.1
0.0 0.0 -0.1
0.0 0.0 0.0
0.0 0.1 0.0
-0.1 0.0 0.0
0.0 0.0 0.0
0.1 -0.1 0.0
0.0 0.0 -0.1
-0.1 0.0 0.0
0.0 0.0 0.0
0.0 0.0 0.0
0.0 0.0 0.0
0.0 0.0 -0.1
0.0 0.0 -0.1
0.0 0.0 0.0
0.0 0.0 0.1
0.0 0.0 0.1
0.0 0.1 0.0
0.0 -0.2 0.0
0.1 0.2 0.0
0.0 0.0 -0.1
0.2 -0.5 0.4
-0.1 0.2 -0.2
0.0 1.0 -0.1
0.7 -0.5 -0.1
-0.3 -0.4 -0.3
0.2 0.0 0.2
0.0 0.1 -0.1
0.1 0.0 0.1
0.1 -0.1 0.1
-0.4 0.1 -0.5
0.0 0.1 0.3
0.0 0.3 0.3
0.5 -0.6 0.5
0.0 0.6 -0.1
-0.1 -0.3 0.2
-0.2 -0.3 0.0
-0.1 -0.4 0.1
0.4 0.2 0.1
-0.2 -0.1 -0.1
-0.3 0.0 0.0
-0.2 0.2 -0.1
0.1 0.0 0.0
0.0 0.0 0.0
0.0 0.0 0.0
-0.1 0.0 0.0
0.0 0.0 0.0
0.0 0.0 0.0
0.0 0.1 -0.1
0.0 -0.1 0.0
0.0 0.0 0.0
0.0 0.0 0.0
0.0 -0.1 0.0
0.1 0.0 0.0
0.0 0.0 0.0
0.0 0.0 -0.1
0.0 -0.1 0.0
0.0 0.0 0.0
0.0 0.0 0.0
-0.1 0.1 0.0
0.0 0.0 0.0
0.0 -0.1 0.0
0.1 0.0 0.0
0.0 0.0 0.0
0.0 0.0 0.0
0.0 0.0 0.1
-0.1 0.0 0.0
0.1 0.1 0.0
0.0 0.0 0.0



# C23H43Cl3N3O4ScSi

C23H43Cl3N3O4ScSi as an isolated structure at a distorted geometry (ωB97M-V/def2-TZVPD, the Open Molecules 2025 dataset).

Its total energy is -3798.39867 a.u. Its gap between HOMO and LUMO is 0.28466 Ha. The value obtained for the relative energy (zero: lowest compared OMol25 entry of this formula, charge and spin) is 90.6 kcal per mole. The calculation puts the HOMO energy at -0.2777 Ha. The calculation puts the max |F| at 3.4 eV Å⁻¹.

Positions of all 78 atoms, in Å:
C 0.473 -4.095 -3.887
C -0.424 -2.991 -3.405
H -0.001 -4.640 -4.705
H 0.693 -4.809 -3.100
H 1.426 -3.725 -4.290
C -1.667 -2.816 -3.882
C -2.473 -3.823 -4.637
H -2.115 -1.831 -3.833
H -2.749 -4.671 -3.993
H -2.018 -4.226 -5.559
H -3.414 -3.344 -4.942
Sc 0.779 1.364 2.186
Cl 3.179 1.458 1.472
Cl 0.927 0.044 4.199
H 2.717 3.901 6.619
H 5.131 2.914 5.236
C 2.284 3.079 6.021
C 4.344 2.240 4.893
N 3.053 2.903 4.795
H 1.235 3.274 5.759
C 2.575 3.249 3.586
O 1.338 3.107 3.255
H 4.626 1.793 3.941
H 3.370 3.714 2.918
H 2.388 2.167 6.626
H 4.287 1.461 5.651
H -2.208 -2.620 0.973
H -4.029 -1.460 -0.829
C -2.864 -1.978 1.585
C -4.179 -0.709 -0.040
N -3.085 -0.708 0.921
H -2.450 -1.808 2.585
C -2.341 0.385 1.177
O -1.507 0.477 2.119
H -4.274 0.269 -0.501
H -2.509 1.186 0.460
H -3.820 -2.511 1.653
H -5.113 -0.981 0.473
O -0.009 -2.437 -0.967
C 0.205 -1.992 -2.402
C -1.602 -0.241 -2.204
C -0.317 -0.575 -2.625
H -2.158 -1.022 -1.679
C -2.184 0.968 -2.588
H 1.274 -2.000 -2.588
C 0.465 0.381 -3.283
H -3.236 1.158 -2.353
C -1.419 1.910 -3.296
C -0.091 1.615 -3.637
H 1.483 0.124 -3.585
H -1.882 2.852 -3.617
H 0.517 2.363 -4.172
Si 0.922 -2.784 0.379
Cl 0.759 -0.050 0.389
C 0.145 -3.182 2.042
C 2.531 -2.172 1.443
C 1.654 -4.134 -0.693
H -0.934 -3.125 2.106
H 0.516 -2.553 2.863
H 0.416 -4.215 2.287
H 0.769 -4.754 -0.851
H 2.481 -4.683 -0.257
H 1.899 -3.722 -1.670
H 3.284 -1.644 0.849
H 2.992 -3.085 1.879
H 2.268 -1.526 2.294
C -1.573 4.397 -0.453
N -0.126 4.279 -0.591
C 0.690 5.458 -0.806
C 0.464 3.192 -0.117
O -0.169 2.429 0.654
H -1.827 5.451 -0.359
H -1.948 3.847 0.413
H -2.064 3.994 -1.346
H 1.198 5.757 0.131
H 1.466 5.200 -1.542
H 0.043 6.268 -1.157
H 1.514 3.013 -0.388

Cartesian forces, eV/Å:
-0.3 -0.5 0.0
-0.1 0.7 0.3
0.0 0.0 0.1
0.2 -0.1 0.0
-0.2 0.2 0.3
0.9 0.1 -0.2
-0.6 -0.1 -0.5
-0.2 -0.2 0.6
0.2 0.1 -0.2
0.0 0.2 0.4
0.2 -0.2 0.0
0.0 -1.1 0.8
0.1 0.4 0.2
0.0 0.2 0.0
-0.2 -0.1 -0.4
0.1 0.2 -0.1
-0.1 -0.7 0.1
0.7 0.6 0.1
-0.5 0.4 -0.4
0.4 -0.1 0.3
-0.7 -0.3 -0.2
2.2 1.5 0.7
-0.1 0.0 0.0
-1.2 -1.0 0.3
-0.4 0.2 -0.2
-0.3 -0.2 -0.1
-0.2 0.5 0.2
0.1 0.2 0.2
-0.1 -0.3 0.0
0.0 -0.2 0.0
0.0 0.4 0.0
0.0 -0.1 -0.4
1.0 -0.7 1.4
-1.4 0.0 -1.3
-0.1 0.1 0.0
0.0 0.3 0.0
0.1 0.2 0.2
0.2 0.3 -0.1
-1.8 1.7 -2.1
-0.3 -0.1 1.4
-0.2 -0.2 -0.4
0.4 0.0 0.4
0.2 0.5 -0.1
0.4 0.1 0.1
0.3 0.1 0.1
-0.4 -0.2 -0.3
0.4 0.1 -0.1
-0.1 -0.2 -0.1
-0.1 0.3 0.2
-0.3 0.1 0.1
0.3 -0.4 0.1
-0.4 -0.5 0.3
3.3 0.4 0.8
-0.1 -1.3 -1.3
-1.3 -0.5 0.0
-0.2 -0.1 -1.0
0.0 -0.8 0.9
0.1 -0.4 0.1
0.1 0.0 -0.6
0.1 0.0 -0.1
0.3 -0.5 -0.1
0.1 -0.3 -0.2
0.4 0.0 0.2
0.1 -0.1 0.1
-0.2 0.2 -0.4
0.0 -0.2 -0.5
-0.2 0.2 0.0
-0.4 -0.1 0.0
0.6 0.0 -0.3
-0.8 -0.4 1.0
0.4 1.4 -0.9
-0.1 -0.1 0.1
0.2 0.2 -0.1
0.1 0.1 0.1
-0.3 0.0 -0.4
-0.2 0.4 0.1
0.4 -0.2 -0.1
-0.1 0.1 0.3



# C23H43Cl3N3O4SiY

C23H43Cl3N3O4SiY as an isolated structure at a distorted geometry (ωB97M-V/def2-TZVPD, the Open Molecules 2025 dataset).

Its total energy is -3076.09868 a.u. Its gap between HOMO and LUMO is 0.32291 Ha. The value obtained for the relative energy (zero: lowest compared OMol25 entry of this formula, charge and spin) is 8.6 kcal per mole. The calculation puts the HOMO energy at -0.3090 Ha. The calculation puts the max |F| at 4.6 eV Å⁻¹.

Positions of all 78 atoms, in Å:
C 3.336 -1.801 -3.041
C 2.535 -1.424 -4.245
H 3.606 -2.857 -3.076
H 2.746 -1.660 -2.137
H 4.249 -1.222 -2.942
C 2.546 -2.061 -5.417
C 3.338 -3.261 -5.804
H 1.900 -1.669 -6.198
H 3.418 -3.961 -4.969
H 4.360 -2.982 -6.067
H 2.916 -3.796 -6.650
Y -0.021 -0.023 4.230
Cl 1.460 -0.451 2.524
C -0.325 2.129 2.336
O -0.992 1.355 3.047
N -0.876 2.996 1.487
C -2.243 2.846 1.030
C -0.118 4.118 0.976
H 0.762 2.134 2.375
H -2.766 2.177 1.703
H -2.259 2.432 0.022
H -2.745 3.813 1.017
H 0.856 4.151 1.451
H -0.638 5.055 1.179
H 0.021 4.026 -0.102
H -3.793 2.128 7.378
H -1.909 2.238 9.366
C -3.521 1.074 7.431
C -1.691 1.204 9.095
N -2.111 0.936 7.736
H -3.721 0.601 6.478
C -1.225 0.591 6.801
O -1.534 0.370 5.616
H -0.622 1.039 9.189
H -0.194 0.511 7.139
H -4.124 0.599 8.206
H -2.209 0.547 9.794
H 0.933 -4.617 3.007
H -0.142 -3.121 1.054
C -0.059 -4.653 3.457
C -1.059 -3.483 1.517
N -0.871 -3.565 2.955
H 0.048 -4.568 4.534
C -1.251 -2.575 3.752
O -1.359 -1.387 3.385
H -1.850 -2.776 1.304
H -1.507 -2.883 4.769
H -0.519 -5.612 3.221
H -1.301 -4.466 1.116
O 0.333 -0.603 -3.656
C 1.637 -0.220 -4.070
C 0.464 0.474 -6.210
C 1.547 0.583 -5.349
H -0.349 -0.185 -5.947
C 0.427 1.208 -7.389
H 2.082 0.425 -3.305
C 2.594 1.438 -5.685
H -0.424 1.114 -8.052
C 1.471 2.058 -7.718
C 2.558 2.172 -6.859
H 3.448 1.518 -5.024
H 1.441 2.630 -8.637
H 3.377 2.834 -7.106
Si -0.571 0.196 -2.497
Cl 0.787 -1.685 5.643
C -2.323 -0.370 -2.826
C -0.417 2.053 -2.708
C -0.058 -0.294 -0.762
H -2.553 -0.345 -3.890
H -3.047 0.261 -2.312
H -2.475 -1.393 -2.480
H -0.161 -1.367 -0.607
H -0.683 0.205 -0.019
H 0.977 -0.026 -0.559
H -0.545 2.351 -3.748
H 0.550 2.422 -2.369
H -1.181 2.567 -2.125
Cl 1.619 1.785 5.238

Cartesian forces, eV/Å:
-0.2 -0.7 0.0
-0.1 -0.2 -0.3
0.2 0.0 0.0
0.0 0.1 0.1
0.2 0.2 0.0
-0.4 0.2 0.0
0.4 -0.3 0.5
0.1 0.1 0.1
0.0 -0.1 0.0
0.0 0.0 -0.1
-0.1 0.1 -0.1
2.6 1.8 1.6
2.9 -1.0 -3.5
-0.6 0.6 -0.1
-1.6 2.5 -2.6
0.1 -0.2 0.1
-0.1 0.1 0.2
0.3 -0.2 -0.4
0.2 0.2 0.3
-0.1 -0.1 0.0
0.0 0.0 -0.1
0.0 0.0 0.0
0.1 0.0 0.1
-0.1 -0.1 0.1
0.0 0.1 -0.1
0.0 0.1 0.0
0.0 0.0 0.0
0.0 0.1 -0.1
0.0 0.1 0.1
0.3 -0.3 -0.2
0.0 0.0 -0.1
-0.8 0.2 0.3
-2.3 0.8 2.6
0.1 0.0 0.0
0.2 0.0 0.1
0.1 0.0 0.0
0.0 0.0 0.0
0.0 0.1 0.0
0.1 0.0 -0.2
-0.4 -0.4 0.2
0.7 0.5 0.0
-0.4 -0.2 -0.4
0.1 0.1 0.1
0.0 0.0 0.0
-2.5 -2.4 -1.0
-0.1 0.1 -0.1
0.4 0.2 0.1
0.0 -0.1 -0.1
-0.1 0.0 0.1
-0.1 -0.1 0.5
-0.3 0.3 -0.4
0.0 0.1 0.1
0.1 0.4 0.0
-0.1 -0.1 0.0
0.0 0.0 0.0
0.1 0.1 0.1
-0.1 0.0 -0.1
0.0 0.0 0.0
0.0 0.0 0.0
0.0 0.0 0.0
0.0 0.0 0.0
0.0 0.0 0.0
0.0 0.0 0.0
0.0 -0.3 -0.1
1.3 -3.0 2.6
0.1 0.0 0.0
0.0 -0.1 0.0
-0.1 0.1 -0.5
0.0 0.0 -0.1
-0.1 0.1 0.1
0.0 -0.1 0.0
0.0 -0.1 0.0
0.0 0.0 0.1
0.1 0.0 0.1
0.0 0.0 -0.1
0.1 0.0 0.0
-0.1 0.0 0.1
-0.2 0.4 0.2